{"formula": "C5H7N3O", "method": "ωB97M-V/def2-TZVPD", "total_energy_ev": -11808.72197, "largest_force_ev_per_a": 7.9, "lumo_ev": -0.03, "smiles": "O=CC1=NC[C@H]2CN2N1", "e_above_lowest_kj_mol": 739.8, "homo_lumo_gap_ha": 0.3246, "mol_weight_g_mol": 125.1, "symbols": ["O", "C", "C", "N", "C", "C", "C", "N", "N", "H", "H", "H", "H", "H", "H", "H"], "xyz": [[-0.6179, 1.1853, 3.0790], [0.0223, 0.3133, 2.3386], [0.1461, 0.0595, 0.7368], [0.1718, -1.2273, 0.5230], [0.1020, -1.8361, -0.7716], [0.3934, -0.5900, -1.6549], [0.2038, 0.4409, -2.6187], [-0.4863, 0.4692, -1.2621], [-0.0211, 1.1311, -0.1579], [0.7034, -0.7215, 2.5509], [-0.8070, -2.2414, -0.9257], [0.9936, -2.4920, -1.0406], [1.3877, -0.2419, -1.0458], [-0.5802, 0.0039, -3.4339], [0.9324, 1.3729, -2.6290], [-0.5440, 1.9017, -0.0105]], "mulliken_charge": [-0.50, 0.06, 0.55, -0.52, -0.51, -0.37, -0.06, -0.29, -0.26, 0.24, 0.36, 0.28, 0.22, 0.20, 0.32, 0.28]}

{"formula": "C5H7N3O", "method": "ωB97M-V/def2-TZVPD", "total_energy_ev": -11815.74633, "largest_force_ev_per_a": 1.5, "lumo_ev": 0.48, "smiles": "Cc1[nH]ncc1C#N.O", "e_above_lowest_kj_mol": 62.1, "homo_lumo_gap_ha": 0.3772, "mol_weight_g_mol": 125.1, "symbols": ["C", "C", "N", "N", "C", "C", "C", "N", "H", "H", "H", "H", "H", "O", "H", "H"], "xyz": [[-2.8446, -2.4209, 0.7038], [-2.7988, -0.9380, 0.7899], [-3.8966, -0.1713, 0.7446], [-3.6510, 1.1413, 0.8742], [-2.3422, 1.2452, 1.0021], [-1.7354, -0.0383, 0.9413], [-0.3514, -0.3599, 1.0447], [0.7469, -0.6558, 1.2867], [-2.5221, -2.8681, 1.6538], [-3.8640, -2.7614, 0.4846], [-2.1745, -2.7790, -0.0883], [-4.8535, -0.4926, 0.6494], [-1.8646, 2.2178, 1.0896], [2.2189, -0.7648, -1.4558], [1.3188, -1.0569, -1.6966], [2.3288, -0.9775, -0.5064]], "mulliken_charge": [-1.10, 0.41, 0.32, -0.89, -0.49, 0.55, 0.21, -0.58, 0.28, 0.33, 0.30, 0.20, 0.48, -0.66, 0.30, 0.36]}

{"formula": "C5H7N3O", "method": "ωB97M-V/def2-TZVPD", "total_energy_ev": -11811.40729, "largest_force_ev_per_a": 6.7, "lumo_ev": [-0.82, -0.82], "smiles": "[H]/N=C(/N)C(=C)N1CC1=O", "e_above_lowest_kj_mol": 480.7, "homo_lumo_gap_ha": [0.2937, 0.2937], "mol_weight_g_mol": 125.1, "symbols": ["H", "N", "C", "N", "C", "C", "N", "C", "C", "O", "H", "H", "H", "H", "H", "H"], "xyz": [[-2.0179, -0.5740, 1.0495], [-1.7510, 0.4076, 1.1696], [-0.5455, 0.6028, 0.7382], [-0.0151, 1.8510, 0.8888], [0.4131, -0.6091, 0.4573], [1.3794, -0.8591, 1.3438], [0.1861, -1.2252, -0.7285], [0.3708, -0.4583, -1.8910], [-1.0715, -0.5162, -1.4479], [-2.0167, -0.7501, -2.1324], [-0.6808, 2.5573, 1.1761], [0.9218, 2.0275, 0.5588], [2.0228, -1.7228, 1.2194], [1.4829, -0.2606, 2.2415], [0.7351, 0.5629, -1.8599], [0.5865, -1.0336, -2.7833]], "mulliken_charge": [0.30, -0.81, 0.49, -0.44, 0.40, -0.89, -0.37, -0.33, 0.43, -0.42, 0.26, 0.24, 0.33, 0.30, 0.23, 0.28]}

{"formula": "C5H7N3O", "method": "ωB97M-V/def2-TZVPD", "total_energy_ev": -11806.51429, "largest_force_ev_per_a": 8.8, "lumo_ev": 0.25, "smiles": "C#CC/C(=N\\O)NN=C", "e_above_lowest_kj_mol": 952.8, "homo_lumo_gap_ha": 0.3119, "mol_weight_g_mol": 125.1, "symbols": ["C", "C", "C", "C", "N", "O", "N", "N", "C", "H", "H", "H", "H", "H", "H", "H"], "xyz": [[-1.6754, 2.6504, -0.2485], [-0.9353, 1.6219, -0.1258], [0.3276, 0.9915, 0.5004], [0.7468, -0.2638, -0.2308], [2.0667, -0.6458, -0.1200], [2.8737, 0.4010, 0.1463], [-0.1432, -1.4470, -0.4203], [-1.4395, -1.8904, -0.0180], [-2.4194, -1.0858, 0.3409], [-2.4989, 3.0439, -1.0533], [1.5264, 1.4876, 0.5978], [0.0993, 0.3695, 1.5658], [3.5856, 0.0069, -0.0990], [0.5409, -2.1837, -0.7410], [-2.4956, 0.0818, 0.2161], [-3.4011, -1.6167, 0.8346]], "mulliken_charge": [-0.21, -0.44, 0.00, 0.23, -0.52, -0.30, 0.02, -0.52, -0.17, 0.27, 0.38, 0.24, 0.34, 0.29, 0.16, 0.23]}

{"formula": "C5H7N3O2", "method": "ωB97M-V/def2-TZVPD", "total_energy_ev": -13860.65805, "largest_force_ev_per_a": 4.0, "lumo_ev": 0.31, "smiles": "Cn1ncc(C#N)c1O.O", "e_above_lowest_kj_mol": 340.6, "homo_lumo_gap_ha": 0.3450, "mol_weight_g_mol": 141.1, "symbols": ["C", "N", "N", "C", "C", "C", "N", "C", "O", "H", "H", "H", "H", "H", "O", "H", "H"], "xyz": [[0.6912, -0.7870, -1.9279], [0.8641, -0.4452, -0.5307], [0.4518, -1.3181, 0.4290], [0.7531, -0.7087, 1.5647], [0.6133, 0.6997, 1.3396], [-0.4089, 1.5284, 1.9032], [-1.3377, 2.2499, 1.8771], [1.0351, 0.7814, -0.0071], [1.1013, 1.8306, -0.8082], [1.2220, -1.7219, -2.1448], [-0.3731, -0.8940, -2.1692], [1.1156, 0.0224, -2.5296], [0.6683, -1.2384, 2.5099], [0.5549, 2.5567, -0.4727], [-2.5510, -1.0701, 0.4896], [-1.6353, -1.3637, 0.3206], [-2.7647, -0.1220, 0.1565]], "mulliken_charge": [-0.83, 0.59, -0.92, -0.26, 0.13, 0.21, -0.50, 0.41, -0.54, 0.28, 0.31, 0.34, 0.42, 0.36, -0.68, 0.36, 0.32]}

{"formula": "C5H7N3O2", "method": "ωB97M-V/def2-TZVPD", "total_energy_ev": -13863.00854, "largest_force_ev_per_a": 4.2, "lumo_ev": 0.65, "smiles": "[H]/N=C(/O)Cc1c[nH]c(O)n1", "e_above_lowest_kj_mol": 113.8, "homo_lumo_gap_ha": 0.3322, "mol_weight_g_mol": 141.1, "symbols": ["H", "N", "C", "O", "C", "C", "C", "N", "C", "O", "N", "H", "H", "H", "H", "H", "H"], "xyz": [[-2.8473, -0.6269, 1.6200], [-3.0259, 0.0285, 0.8642], [-2.3710, -0.2865, -0.2100], [-2.5311, 0.6867, -1.0924], [-1.1175, -1.1059, -0.3136], [0.1569, -0.3462, -0.0885], [0.3611, 0.9521, 0.2891], [1.7375, 1.1147, 0.3233], [2.2765, -0.0816, 0.0183], [3.6001, -0.2308, -0.0090], [1.3731, -1.0024, -0.1962], [-3.0673, 1.3554, -0.3422], [-1.0972, -1.5455, -1.3227], [-1.1794, -1.9285, 0.4130], [-0.3195, 1.7702, 0.4985], [2.2452, 1.9750, 0.4813], [3.8141, -1.1489, -0.2133]], "mulliken_charge": [0.21, -0.76, 0.48, -0.55, -0.36, 0.28, -0.22, -0.03, 0.19, -0.50, -0.67, 0.48, 0.22, 0.28, 0.38, 0.20, 0.36]}

{"formula": "C5H7N3O3", "method": "ωB97M-V/def2-TZVPD", "total_energy_ev": -15906.53249, "largest_force_ev_per_a": 4.2, "lumo_ev": 0.02, "smiles": "C=[N+]([O-])O.O=Cc1ncc[nH]1", "e_above_lowest_kj_mol": 473.9, "homo_lumo_gap_ha": 0.3349, "mol_weight_g_mol": 157.1, "symbols": ["C", "N", "O", "O", "H", "H", "H", "O", "C", "C", "N", "C", "C", "N", "H", "H", "H", "H"], "xyz": [[0.9988, -0.3036, 1.7306], [2.1117, 0.2870, 1.9384], [3.2667, -0.2198, 1.7646], [2.0353, 1.6327, 2.1913], [0.9229, -1.3585, 1.4926], [0.1556, 0.2650, 2.1889], [2.9984, 1.7893, 2.3307], [1.1131, 1.4528, -0.8052], [0.7922, 0.2855, -0.8092], [-0.4930, -0.3237, -1.1441], [-0.9704, -1.5439, -1.0673], [-2.2615, -1.4211, -1.2758], [-2.5927, -0.1070, -1.6077], [-1.4803, 0.5534, -1.5273], [1.4551, -0.5532, -0.4231], [-2.9604, -2.3185, -1.4232], [-3.5730, 0.3417, -1.8492], [-1.5184, 1.5418, -1.7049]], "mulliken_charge": [-0.84, 0.69, -0.69, -0.37, 0.50, 0.29, 0.38, -0.55, 0.04, 0.31, -0.56, -0.32, -0.18, 0.00, 0.40, 0.31, 0.35, 0.23]}

{"formula": "C5H7N3OS", "method": "ωB97M-V/def2-TZVPD", "total_energy_ev": -22646.46459, "largest_force_ev_per_a": 5.3, "lumo_ev": -0.27, "smiles": "CN(C)C(=S)O/N=C/C#N", "e_above_lowest_kj_mol": 501.6, "homo_lumo_gap_ha": 0.3052, "mol_weight_g_mol": 157.2, "symbols": ["C", "N", "C", "C", "S", "O", "N", "C", "C", "N", "H", "H", "H", "H", "H", "H", "H"], "xyz": [[-0.4082, 0.5244, 0.7487], [-0.4217, -0.8610, 0.2193], [-1.7469, -1.7040, 0.3055], [0.7312, -1.2745, -0.3327], [0.8928, -2.6968, -1.1276], [1.8302, -0.7678, 0.3138], [2.9358, 0.0203, -0.0644], [4.0673, 0.0332, 0.5184], [5.0033, 1.0532, 0.2267], [5.7266, 1.9371, 0.2474], [-1.1623, 1.2092, 0.3167], [-0.5084, 0.5360, 1.7654], [0.6384, 0.8510, 0.5601], [-2.5430, -1.0941, -0.1921], [-1.6421, -2.7188, -0.2486], [-2.0196, -1.7040, 1.2797], [4.1995, -0.4619, 1.4177]], "mulliken_charge": [-0.92, 0.04, -0.78, 0.38, -0.41, -0.01, -0.46, 0.04, 0.19, -0.32, 0.30, 0.40, 0.28, 0.29, 0.23, 0.34, 0.42]}

{"formula": "C5H7N3OS", "method": "ωB97M-V/def2-TZVPD", "total_energy_ev": -22649.08468, "largest_force_ev_per_a": 4.3, "lumo_ev": 0.06, "smiles": "Sc1nc[nH]n1.C=CC=O", "e_above_lowest_kj_mol": 248.8, "homo_lumo_gap_ha": 0.3240, "mol_weight_g_mol": 157.2, "symbols": ["S", "C", "N", "C", "N", "N", "H", "H", "H", "C", "C", "C", "O", "H", "H", "H", "H"], "xyz": [[-2.1558, 1.9075, -0.1068], [-2.0943, 0.2338, -0.0845], [-2.9560, -0.6458, 0.3912], [-2.3708, -1.7911, 0.3287], [-1.1316, -1.6099, -0.1295], [-0.9228, -0.3080, -0.4002], [-0.8051, 1.9702, -0.5188], [-2.9324, -2.6825, 0.5172], [-0.5084, -2.3927, -0.0917], [2.1106, 1.8809, 0.1155], [1.9645, 0.6122, 0.5726], [1.9504, -0.5127, -0.3217], [1.9734, -1.6497, 0.0095], [1.9722, 2.8147, 0.6994], [2.3702, 2.0919, -1.0344], [1.7075, 0.4127, 1.5966], [1.8287, -0.3315, -1.5432]], "mulliken_charge": [-0.29, 0.42, -0.58, 0.03, 0.05, -0.44, 0.16, 0.42, 0.23, -0.72, 0.07, 0.12, -0.47, 0.30, 0.21, 0.32, 0.18]}

{"formula": "C5H7N4O", "method": "ωB97M-V/def2-TZVPD", "total_energy_ev": -13295.32072, "largest_force_ev_per_a": 4.0, "lumo_ev": [-5.12, -5.12], "e_above_lowest_kj_mol": 414.3, "homo_lumo_gap_ha": [0.2731, 0.2731], "charge": 1, "mol_weight_g_mol": 139.1, "symbols": ["C", "C", "C", "C", "C", "N", "N", "N", "N", "O", "H", "H", "H", "H", "H", "H", "H"], "xyz": [[-0.7618, -1.2836, -1.4311], [0.1739, 0.7424, -0.8898], [1.2279, 0.0507, -0.2010], [-1.3193, 2.2481, 1.5031], [1.0387, -1.4713, 0.1731], [0.1830, -1.9650, -0.8424], [2.2569, 0.7258, 0.1364], [-1.5220, 2.9627, 2.4198], [-0.8920, 0.0357, -1.3832], [-1.0627, 1.4058, 0.7568], [-1.3583, -1.8528, -2.1153], [2.0143, -1.8936, 0.1789], [0.5935, -1.1626, 1.1007], [0.4399, -2.8872, -1.2110], [2.9281, 0.1617, 0.6461], [-2.1776, 3.5754, 2.7784], [-1.7625, 0.6079, -1.6194]], "mulliken_charge": [-0.20, -0.24, 0.64, 0.41, -0.64, -0.09, -0.53, -0.31, -0.06, -0.40, 0.46, 0.47, 0.32, 0.30, 0.27, 0.27, 0.33]}